[1]
Density functional theory data (ωB97M-V with the def2-TZVPD basis set) for an isolated ion of composition C4H9N2 and charge +1.

Computed properties:
Charge: +1
Energy relative to the best compared isomer or geometry (same formula, charge and spin) in eV: 2.616
SMILES: C=C(N)CC=[NH2+]
Orbital gap in eV: 7.35
E_tot in Eh: -267.003166

CARTESIAN COORDINATES (ANGSTROEM)
C (-0.84, 0.09, -0.60)
C (0.65, -0.40, -0.55)
C (-1.51, 0.23, -1.73)
C (1.26, 0.24, 0.50)
N (-1.38, 0.18, 0.71)
N (1.78, -0.43, 1.49)
H (0.74, -1.43, -0.59)
H (1.04, -0.02, -1.54)
H (-2.44, 0.77, -1.69)
H (-1.24, -0.08, -2.75)
H (1.29, 1.32, 0.58)
H (-0.72, 0.60, 1.49)
H (-2.34, 0.58, 0.82)
H (1.87, -1.42, 1.37)
H (1.87, -0.22, 2.49)

[2]
Density functional theory data (ωB97M-V with the def2-TZVPD basis set) for a 2-piece molecular cluster, C7H14O overall.

Computed properties:
Charge: 0
Energy relative to the best compared isomer or geometry (same formula, charge and spin) in eV: 1.856
SMILES: C=C(C)C.C=C(C)O
Orbital gap in eV: 9.45
E_tot in Eh: -350.291247

CARTESIAN COORDINATES (ANGSTROEM)
C (0.40, 0.78, -1.16)
C (-0.25, 1.87, -1.64)
O (-1.41, 2.27, -0.96)
C (0.28, 2.68, -2.79)
H (1.32, 0.48, -1.65)
H (0.13, 0.29, -0.24)
H (-1.75, 3.11, -1.27)
H (1.25, 2.28, -3.04)
H (-0.41, 2.63, -3.66)
H (0.43, 3.77, -2.51)
C (1.09, -2.48, 1.96)
C (-0.09, -1.57, 1.70)
C (-0.17, -0.43, 2.45)
C (-0.99, -1.87, 0.54)
H (0.75, -3.48, 2.32)
H (1.87, -1.95, 2.59)
H (1.63, -2.69, 1.04)
H (-0.90, 0.40, 2.24)
H (0.48, -0.22, 3.29)
H (-1.82, -1.13, 0.47)
H (-1.49, -2.84, 0.68)
H (-0.36, -1.90, -0.34)

[3]
Density functional theory data (ωB97M-V with the def2-TZVPD basis set) for C57H45BF5N14O3S2Sn as an isolated structure.

Computed properties:
Charge: 0
Spin multiplicity: 2
Energy relative to the best compared isomer or geometry (same formula, charge and spin) in eV: 1.237
Orbital gap (alpha / beta) in eV: 6.86 / 4.17
<S²>: 0.77
E_tot in Eh: -4726.411974

CARTESIAN COORDINATES (ANGSTROEM)
Sn (-1.24, -0.81, 0.63)
C (-3.60, 2.71, 0.92)
C (-3.20, 2.09, 2.21)
C (-3.41, 2.66, 3.47)
C (-2.85, 1.76, 4.35)
N (-2.37, 0.72, 3.65)
N (-2.57, 0.92, 2.34)
B (-1.51, -0.42, 4.20)
N (-1.99, -1.78, 3.66)
C (-2.27, -2.86, 4.40)
C (-2.87, -3.80, 3.60)
C (-2.91, -3.22, 2.34)
C (-3.49, -3.79, 1.10)
N (-2.38, -2.00, 2.39)
N (-0.07, -0.07, 3.80)
C (0.98, 0.28, 4.55)
C (2.07, 0.45, 3.73)
C (1.59, 0.18, 2.44)
C (2.35, 0.07, 1.18)
N (0.29, -0.10, 2.52)
N (-1.73, -0.49, 5.71)
C (-1.00, -0.98, 6.74)
C (-1.82, -1.06, 7.85)
C (-3.07, -0.63, 7.39)
C (-4.37, -0.55, 8.12)
N (-2.99, -0.31, 6.12)
H (-3.60, 3.79, 1.02)
H (-4.61, 2.40, 0.65)
H (-2.92, 2.42, 0.13)
H (-3.89, 3.59, 3.68)
H (-2.78, 1.82, 5.42)
H (-2.07, -2.91, 5.45)
H (-3.21, -4.78, 3.87)
H (-4.43, -4.30, 1.32)
H (-2.80, -4.52, 0.67)
H (-3.66, -3.00, 0.38)
H (0.90, 0.44, 5.61)
H (3.07, 0.73, 4.01)
H (3.20, -0.60, 1.33)
H (2.73, 1.03, 0.83)
H (1.70, -0.37, 0.42)
H (0.03, -1.25, 6.64)
H (-1.56, -1.38, 8.84)
H (-4.21, -0.50, 9.19)
H (-4.97, -1.43, 7.89)
H (-4.92, 0.32, 7.78)
F (-8.70, 0.46, -1.07)
C (-7.38, 0.61, -1.23)
C (-6.48, -0.10, -0.44)
F (-6.94, -0.94, 0.50)
C (-5.12, 0.06, -0.64)
F (-4.28, -0.64, 0.15)
C (-4.59, 0.90, -1.63)
S (-2.91, 1.03, -1.92)
C (-5.53, 1.61, -2.40)
F (-5.10, 2.45, -3.35)
C (-6.89, 1.47, -2.21)
F (-7.76, 2.15, -2.98)
C (8.55, 6.43, -7.42)
O (7.98, 6.87, -6.21)
C (7.01, 6.13, -5.63)
C (6.37, 6.72, -4.54)
C (5.35, 6.06, -3.88)
C (4.95, 4.79, -4.29)
C (5.60, 4.20, -5.38)
C (6.61, 4.86, -6.04)
C (3.92, 4.04, -3.61)
N (3.56, 2.82, -3.96)
C (2.62, 2.43, -3.07)
C (2.40, 3.44, -2.13)
N (3.23, 4.46, -2.50)
C (1.50, 3.29, -1.05)
C (1.25, 4.28, -0.09)
C (0.40, 4.00, 0.95)
C (-0.20, 2.74, 0.99)
N (-0.01, 1.80, 0.10)
C (0.83, 2.04, -0.92)
C (1.04, 0.99, -1.90)
N (0.40, -0.17, -1.74)
C (0.58, -1.12, -2.64)
C (1.43, -1.00, -3.74)
C (2.12, 0.17, -3.91)
C (1.93, 1.19, -2.98)
H (9.17, 7.25, -7.77)
H (7.78, 6.21, -8.17)
H (9.17, 5.54, -7.28)
H (6.69, 7.70, -4.22)
H (4.87, 6.55, -3.04)
H (5.29, 3.22, -5.68)
H (7.10, 4.36, -6.87)
H (3.34, 5.35, -2.04)
H (1.73, 5.25, -0.17)
H (0.20, 4.72, 1.72)
H (-0.86, 2.48, 1.80)
H (0.03, -2.03, -2.46)
H (1.53, -1.82, -4.44)
H (2.79, 0.35, -4.73)
O (0.52, -4.98, 1.82)
S (0.77, -3.63, 1.37)
O (0.59, -2.60, 2.36)
N (-0.16, -3.22, 0.10)
C (-0.48, -4.15, -0.80)
C (0.16, -5.38, -0.95)
C (-0.29, -6.33, -1.86)
C (-1.37, -6.09, -2.67)
C (-2.02, -4.84, -2.61)
C (-3.12, -4.53, -3.43)
C (-3.69, -3.29, -3.34)
C (-3.16, -2.37, -2.42)
N (-2.15, -2.64, -1.62)
C (-1.57, -3.85, -1.70)
C (2.48, -3.55, 0.80)
C (3.46, -4.16, 1.56)
C (4.77, -4.14, 1.14)
C (5.10, -3.52, -0.05)
C (4.12, -2.89, -0.80)
C (2.80, -2.90, -0.37)
H (1.00, -5.61, -0.32)
H (0.23, -7.27, -1.93)
H (-1.73, -6.84, -3.36)
H (-3.50, -5.27, -4.12)
H (-4.55, -3.01, -3.93)
H (-3.56, -1.38, -2.35)
H (3.17, -4.67, 2.47)
H (5.55, -4.61, 1.73)
H (6.12, -3.51, -0.40)
H (4.38, -2.41, -1.73)
H (2.01, -2.44, -0.95)

[4]
Density functional theory data (ωB97M-V with the def2-TZVPD basis set) for C6H9FN2 as an isolated structure.

Computed properties:
Charge: 0
Energy relative to the best compared isomer or geometry (same formula, charge and spin) in eV: 4.982
Orbital gap in eV: 10.12
E_tot in Eh: -443.187876

CARTESIAN COORDINATES (ANGSTROEM)
C (-2.25, 1.20, -1.75)
C (-1.83, 0.27, -1.13)
C (-0.02, -0.19, 0.87)
C (2.06, 0.25, -0.71)
C (1.38, -0.60, 0.44)
C (-1.38, -0.84, -0.43)
N (-0.40, 1.09, 1.33)
N (-0.52, -0.11, 2.20)
F (-0.87, -1.80, -1.19)
H (-2.82, 1.93, -2.35)
H (1.60, 0.04, -1.76)
H (3.13, -0.02, -0.82)
H (1.99, 1.28, -0.44)
H (2.03, -0.62, 1.28)
H (1.32, -1.70, 0.15)
H (-2.26, -1.29, 0.20)
H (0.30, 1.71, 1.82)
H (-1.44, -0.58, 2.29)

[5]
Density functional theory data (ωB97M-V with the def2-TZVPD basis set) for a 3-piece molecular cluster, C4H13NO2 overall.

Computed properties:
Charge: 0
Energy relative to the best compared isomer or geometry (same formula, charge and spin) in eV: 1.950
SMILES: C=CCNC.O.O
Orbital gap in eV: 10.06
E_tot in Eh: -365.370809

CARTESIAN COORDINATES (ANGSTROEM)
C (1.01, -1.17, 0.66)
N (0.72, -0.46, -0.57)
C (1.61, 0.68, -0.81)
C (0.51, 2.20, 0.83)
C (1.57, 1.86, 0.12)
H (0.46, -2.12, 0.49)
H (0.66, -0.78, 1.62)
H (2.04, -1.43, 0.87)
H (-0.24, -0.15, -0.62)
H (2.68, 0.38, -0.75)
H (1.56, 0.95, -1.86)
H (0.50, 3.22, 1.24)
H (-0.36, 1.59, 0.98)
H (2.42, 2.52, 0.04)
H (-1.31, -2.10, -0.77)
H (-0.78, -2.11, -2.10)
O (-1.65, -2.15, -1.69)
H (-2.99, 0.51, 1.99)
H (-2.26, 0.13, 0.61)
O (-2.79, -0.17, 1.35)

[6]
Density functional theory data (ωB97M-V with the def2-TZVPD basis set) for C10H11F5NO4S as an isolated structure.

Computed properties:
Charge: +1
Orbital gap in eV: 8.00
E_tot in Eh: -1640.427869

CARTESIAN COORDINATES (ANGSTROEM)
O (-3.46, -0.21, -2.04)
S (-2.04, -0.22, -1.57)
O (-1.78, -0.08, -0.09)
O (-1.41, 1.20, -2.27)
C (0.03, 0.96, -2.03)
C (0.39, -0.60, -2.27)
C (1.23, -1.39, -1.14)
F (2.31, -2.12, -1.78)
F (0.39, -2.42, -0.56)
C (1.89, -0.45, -0.04)
C (2.94, 0.62, -0.52)
C (3.57, 1.59, 0.51)
C (3.13, 1.43, 1.99)
C (2.09, 0.36, 2.47)
C (1.65, 0.26, 4.00)
F (2.34, 1.22, 4.80)
F (1.81, -1.02, 4.58)
F (0.25, 0.60, 4.09)
C (1.46, -0.62, 1.45)
O (-0.94, -1.23, -2.37)
H (0.17, 1.42, -1.00)
H (0.77, 1.51, -2.71)
H (1.07, -0.68, -3.20)
H (3.16, 0.64, -1.64)
H (4.31, 2.36, 0.12)
H (3.60, 2.15, 2.75)
H (0.71, -1.44, 1.75)
N (-5.93, -0.77, -0.65)
H (-5.13, -0.72, -1.31)
H (-6.39, -1.68, -0.73)
H (-5.59, -0.63, 0.30)
H (-6.60, -0.03, -0.88)

[7]
Density functional theory data (ωB97M-V with the def2-TZVPD basis set) for a 2-piece molecular cluster, C3H5NOS overall.

Computed properties:
Charge: 0
Energy relative to the best compared isomer or geometry (same formula, charge and spin) in eV: 5.906
Orbital gap (alpha / beta) in eV: 8.53 / 7.88
E_tot in Eh: -645.294630

CARTESIAN COORDINATES (ANGSTROEM)
C (-1.36, 0.73, 0.77)
C (-1.30, -0.48, 1.33)
C (2.04, 0.03, -1.04)
N (-0.68, -0.43, -1.05)
O (-1.06, 0.78, -0.53)
S (-0.85, -1.62, 0.08)
H (-1.60, 1.68, 1.22)
H (-1.50, -0.79, 2.33)
H (2.12, 0.56, -1.96)
H (2.03, 0.57, -0.12)
H (2.16, -1.03, -1.03)

[8]
Density functional theory data (ωB97M-V with the def2-TZVPD basis set) for a 2-piece molecular cluster, C6H10NO3S overall.

Computed properties:
Charge: -1
Energy relative to the best compared isomer or geometry (same formula, charge and spin) in eV: 1.574
Orbital gap in eV: 7.19
E_tot in Eh: -913.246557

CARTESIAN COORDINATES (ANGSTROEM)
C (1.11, -0.27, -1.76)
C (0.83, -0.98, -0.62)
C (1.54, -0.05, 1.92)
C (-1.80, 0.96, -0.58)
C (-0.63, 0.89, 0.38)
C (0.02, -0.47, 0.41)
N (2.19, -1.13, 2.04)
O (-2.08, -2.08, 0.47)
O (1.38, 0.98, 2.47)
O (0.03, -2.77, 1.58)
S (-1.05, -1.58, 1.39)
H (1.62, -0.66, -2.62)
H (0.92, 0.81, -1.89)
H (1.18, -1.92, -0.55)
H (-2.40, 0.11, -0.40)
H (-2.37, 1.86, -0.55)
H (-1.49, 0.77, -1.59)
H (0.21, 1.59, 0.17)
H (-1.16, 1.16, 1.42)
H (0.88, -2.35, 1.52)
H (2.94, -1.14, 2.78)

[9]
Density functional theory data (ωB97M-V with the def2-TZVPD basis set) for one molecule with the formula C5H11NO.

Computed properties:
Charge: 0
Energy relative to the best compared isomer or geometry (same formula, charge and spin) in eV: 4.470
SMILES: C=CCCNCO
Orbital gap in eV: 9.82
E_tot in Eh: -326.967073

CARTESIAN COORDINATES (ANGSTROEM)
C (-0.29, -0.47, 1.02)
C (0.07, -1.71, 0.18)
C (-0.30, -1.56, -1.30)
C (-0.79, -2.52, -2.15)
N (0.57, 0.67, 0.83)
C (-0.09, 1.93, 0.46)
O (0.83, 3.18, 0.71)
H (-1.30, -0.12, 0.80)
H (-0.15, -0.89, 2.08)
H (-0.52, -2.49, 0.74)
H (1.01, -1.94, 0.28)
H (0.11, -0.57, -1.69)
H (-1.48, -2.20, -2.93)
H (-0.55, -3.64, -2.14)
H (1.47, 0.22, 0.31)
H (-1.00, 1.88, 1.01)
H (-0.35, 2.00, -0.61)
H (0.55, 3.60, 1.49)

[10]
Density functional theory data (ωB97M-V with the def2-TZVPD basis set) for one molecule with the formula C3H6NOP.

Computed properties:
Charge: 0
Energy relative to the best compared isomer or geometry (same formula, charge and spin) in eV: 6.106
Orbital gap in eV: 8.16
E_tot in Eh: -589.021824

CARTESIAN COORDINATES (ANGSTROEM)
C (-0.60, 0.41, -0.59)
C (1.71, -0.55, 0.04)
C (0.36, -0.68, -0.65)
N (-2.42, -0.98, -0.57)
O (0.65, -1.25, 0.56)
P (-1.95, 0.02, 0.47)
H (-0.91, 0.83, -1.59)
H (2.51, -1.17, -0.37)
H (2.11, 0.44, 0.47)
H (0.25, -1.35, -1.54)
H (-1.79, -0.35, 1.78)
H (-2.74, 1.11, 0.74)

[11]
Density functional theory data (ωB97M-V with the def2-TZVPD basis set) for C6H22AgO6 as an isolated structure.

Computed properties:
Charge: +2
Spin multiplicity: 2
Orbital gap (alpha / beta) in eV: 11.00 / 5.03
<S²>: 0.75
E_tot in Eh: -839.423520

CARTESIAN COORDINATES (ANGSTROEM)
Ag (-6.72, 8.68, -18.00)
C (-6.14, 10.34, -14.96)
O (-6.34, 9.09, -15.63)
H (-5.20, 10.44, -14.40)
H (-5.95, 11.01, -15.80)
H (-6.94, 10.53, -14.25)
H (-6.12, 8.40, -15.00)
C (-9.63, 8.45, -16.57)
O (-9.10, 8.94, -17.79)
H (-10.52, 7.83, -16.64)
H (-8.86, 7.90, -16.02)
H (-9.79, 9.24, -15.84)
H (-9.84, 9.04, -18.41)
C (-8.26, 5.45, -17.17)
O (-7.11, 6.26, -17.10)
H (-9.14, 6.01, -17.47)
H (-8.11, 4.58, -17.81)
H (-8.51, 4.99, -16.21)
H (-6.44, 5.58, -16.97)
C (-7.72, 11.76, -19.23)
O (-6.56, 11.11, -18.68)
H (-8.28, 12.28, -18.45)
H (-7.34, 12.47, -19.97)
H (-8.34, 11.01, -19.73)
H (-5.91, 11.75, -18.35)
C (-5.69, 7.39, -20.24)
C (-4.25, 7.94, -19.80)
O (-4.27, 8.66, -18.55)
O (-6.66, 8.37, -20.56)
H (-6.03, 6.67, -19.50)
H (-5.40, 6.91, -21.18)
H (-3.81, 8.55, -20.58)
H (-3.56, 7.11, -19.60)
H (-3.49, 9.22, -18.53)
H (-6.59, 8.67, -21.47)

[12]
Density functional theory data (ωB97M-V with the def2-TZVPD basis set) for C23H21BrF4MnN2O2 as an isolated structure.

Computed properties:
Charge: -2
Spin multiplicity: 6
Energy relative to the best compared isomer or geometry (same formula, charge and spin) in eV: 0.341
Orbital gap (alpha / beta) in eV: 4.35 / 5.96
<S²>: 8.76
E_tot in Eh: -5273.521771

CARTESIAN COORDINATES (ANGSTROEM)
Mn (6.67, 13.57, 8.37)
C (6.85, 12.77, 5.29)
N (7.48, 13.63, 6.34)
C (7.38, 15.05, 5.89)
C (8.91, 13.23, 6.39)
C (9.56, 13.79, 7.64)
N (8.77, 13.52, 8.83)
C (9.33, 13.97, 9.98)
C (9.05, 13.36, 11.23)
F (8.16, 12.34, 11.30)
C (9.82, 13.61, 12.35)
F (9.43, 12.86, 13.46)
C (10.88, 14.52, 12.36)
C (10.95, 15.30, 11.18)
F (11.67, 16.45, 11.18)
C (10.16, 15.13, 10.12)
F (10.31, 16.09, 9.06)
H (7.13, 13.07, 4.25)
H (5.77, 12.87, 5.44)
H (7.17, 11.72, 5.37)
H (7.91, 15.19, 4.95)
H (7.73, 15.72, 6.64)
H (6.27, 15.27, 5.70)
H (9.42, 13.68, 5.54)
H (9.07, 12.18, 6.24)
H (9.71, 14.85, 7.47)
H (10.62, 13.51, 7.69)
H (11.55, 14.72, 13.18)
O (7.25, 15.20, 11.20)
C (6.79, 15.83, 10.24)
O (6.82, 15.39, 9.01)
C (6.09, 17.18, 10.27)
C (5.36, 17.56, 9.12)
C (4.76, 18.82, 9.03)
C (4.82, 19.72, 10.07)
C (5.49, 19.34, 11.27)
C (6.15, 18.07, 11.35)
H (5.33, 16.78, 8.31)
H (4.21, 19.10, 8.14)
H (4.62, 20.80, 10.00)
H (5.57, 20.03, 12.11)
H (6.74, 17.91, 12.28)
Br (4.35, 13.67, 7.63)
C (6.22, 8.79, 8.99)
C (7.22, 9.31, 8.19)
C (7.34, 10.69, 8.13)
C (6.41, 11.58, 8.74)
C (5.42, 11.05, 9.54)
C (5.35, 9.64, 9.64)
H (6.11, 7.71, 9.08)
H (7.98, 8.71, 7.74)
H (8.24, 11.13, 7.72)
H (4.77, 11.71, 10.16)
H (4.49, 9.26, 10.24)

| no. | strongest force on any atom (hartree/bohr) |
| --- | --- |
| 1 | 0.102 |
| 2 | 0.058 |
| 3 | 0.053 |
| 4 | 0.101 |
| 5 | 0.053 |
| 6 | 0.093 |
| 7 | 0.024 |
| 8 | 0.087 |
| 9 | 0.118 |
| 10 | 0.056 |
| 11 | 0.057 |
| 12 | 0.057 |